C40H50ClKN5O4Sb as an isolated structure, computed with the ωB97M-V functional and the def2-TZVPD basis.

Computed properties:
Orbital gap in eV: 6.309
Total energy in a.u.: -3429.4051

Geometry as ORCA input:
```
! RIJCOSX wB97M-V def2-TZVPD def2/J DEFGRID3
* xyz -2 1
K -0.577 0.509 0.447
C 1.978 1.715 2.863
C 1.170 1.869 4.116
C 1.519 2.813 5.072
C 0.782 2.951 6.239
C -0.319 2.131 6.436
C -0.691 1.167 5.506
C -1.900 0.314 5.745
C 0.062 1.021 4.327
N -0.303 0.145 3.312
C -0.421 -1.139 3.609
O -0.068 -1.746 4.644
C -1.061 -1.977 2.510
C -0.812 -3.346 2.436
C -1.386 -4.062 1.402
C -2.203 -3.409 0.494
C -2.434 -2.044 0.662
N -1.861 -1.362 1.646
C -3.396 -1.336 -0.295
O -3.732 -1.988 -1.311
N -3.812 -0.156 0.126
C -4.883 0.421 -0.561
C -6.102 0.527 0.137
C -6.209 -0.074 1.509
C -7.186 1.168 -0.446
C -7.089 1.719 -1.715
C -5.886 1.625 -2.397
C -4.783 0.988 -1.842
C -3.483 0.926 -2.584
H 1.413 1.956 1.960
H 2.860 2.361 2.876
H 2.293 0.676 2.745
H 2.381 3.447 4.889
H 1.056 3.693 6.981
H -0.915 2.234 7.339
H -2.476 0.693 6.592
H -2.540 0.306 4.858
H -1.610 -0.722 5.934
H -0.179 -3.797 3.189
H -1.198 -5.126 1.301
H -2.688 -3.911 -0.332
H -5.406 0.290 2.152
H -7.176 0.158 1.961
H -6.091 -1.159 1.470
H -8.119 1.232 0.108
H -7.940 2.217 -2.166
H -5.791 2.053 -3.391
H -3.573 1.395 -3.567
H -2.700 1.448 -2.026
H -3.169 -0.111 -2.705
N -0.311 0.630 -4.164
C -0.173 0.710 -2.809
N -0.418 -0.418 -2.204
C -0.746 -1.310 -3.212
C -1.130 -2.646 -3.136
C -1.400 -3.304 -4.319
C -1.310 -2.655 -5.558
C -0.951 -1.324 -5.654
C -0.677 -0.666 -4.460
H -0.168 1.390 -4.804
H 0.156 1.601 -2.285
H -1.243 -3.121 -2.172
H -1.713 -4.340 -4.291
H -1.540 -3.209 -6.461
H -0.897 -0.820 -6.611
O 0.143 3.390 -0.862
O 1.063 2.295 -0.594
C 5.162 1.959 0.265
C 4.975 0.446 0.232
C 5.217 -0.156 1.611
Sb 2.997 -0.065 -0.576
C 3.625 0.389 -2.628
C 3.277 1.817 -3.025
C 3.093 -0.596 -3.662
C 3.328 -2.226 -0.746
C 2.793 -2.948 0.483
C 4.755 -2.653 -1.065
H 6.108 2.222 0.753
H 4.354 2.450 0.813
H 5.177 2.390 -0.737
H 5.702 0.014 -0.468
H 4.536 0.266 2.351
H 6.239 0.055 1.950
H 5.083 -1.240 1.622
H 4.718 0.291 -2.587
H 2.198 1.942 -3.118
H 3.736 2.061 -3.991
H 3.589 2.558 -2.290
H 2.003 -0.638 -3.653
H 3.456 -1.613 -3.503
H 3.399 -0.290 -4.670
H 2.682 -2.493 -1.591
H 3.360 -2.699 1.385
H 2.849 -4.035 0.352
H 1.749 -2.692 0.680
H 5.431 -2.428 -0.236
H 5.148 -2.150 -1.952
H 4.816 -3.734 -1.243
Cl 1.889 5.436 -0.403
C 0.355 4.354 0.014
H -0.443 5.090 -0.039
H 0.613 4.014 1.015
*
```

***

One molecule with the formula C5H8N2O in a non-equilibrium geometry, computed with the ωB97M-V functional and the def2-TZVPD basis.

Computed properties:
Orbital gap in eV: 8.880
Structure (SMILES): O[C@]12C=NN[C@@H]1CC2
Total energy in a.u.: -379.8973

Geometry as ORCA input:
```
! RIJCOSX wB97M-V def2-TZVPD def2/J DEFGRID3
* xyz 0 1
C -0.066 0.585 -0.159
C 1.429 0.485 -0.617
C 1.348 -0.892 0.321
C -0.072 -0.907 -0.128
C -1.507 0.816 -0.610
H -0.432 2.100 1.355
H 1.544 0.080 -1.646
H 2.092 1.284 -0.343
H 1.961 -1.771 -0.056
H 1.460 -0.571 1.407
H -0.170 -1.148 -1.167
H -1.840 -1.504 1.325
H -1.982 1.716 -1.065
N -1.448 -1.174 0.334
N -2.227 -0.128 -0.149
O -0.090 1.029 1.199
*
```

***

Question: total energy of number 1 (C40H50ClKN5O4Sb)?
Answer: -3429.4051 a.u.

***

Question: The highest total energy belongs to which entry?
Answer: C5H8N2O

***

Question: Among the records above, which one has the lowest orbital gap?
Answer: C40H50ClKN5O4Sb